Run a
# C5H11NO2

C5H11NO2 in the gas phase (ωB97M-V/def2-TZVPD, OMol25).

Structure (XYZ):
```
19
Properties=species:S:1:pos:R:3:mulliken_charge:R:1
H -0.005 2.653 -1.451 0.342
C 0.214 -1.777 0.861 -0.953
H 0.958 -2.436 1.324 0.318
H -1.071 0.216 -2.580 0.327
C -0.346 0.673 0.619 -0.425
H 0.035 -2.129 -0.161 0.297
C -1.772 0.405 0.251 -1.073
O -0.449 0.079 -1.847 -0.499
C -0.763 0.962 -0.793 0.899
H -2.121 -0.599 0.056 0.303
H -2.519 1.054 0.692 0.277
O -0.871 2.320 -1.161 -0.545
H -0.170 1.552 1.236 0.382
H -0.707 -1.907 1.439 0.302
H 2.268 0.843 0.310 0.284
C 1.962 -0.208 0.271 -0.910
H 1.963 -0.525 -0.777 0.316
N 0.665 -0.397 0.904 0.026
H 2.729 -0.778 0.807 0.333
```

The calculation puts the HOMO-LUMO gap at 0.3185 hartree. The SMILES is CN(C)[C@@H]1CC1(O)O. As for the spin multiplicity: 1. As for the HOMO energy: -7.93 eV.

Run b
# C5H11NO2

C5H11NO2 in the gas phase (ωB97M-V/def2-TZVPD, OMol25).

Structure (XYZ):
```
19
Properties=species:S:1:pos:R:3:mulliken_charge:R:1
H -0.935 0.003 2.208 0.314
H 0.127 2.407 -0.352 0.318
C 1.857 1.075 -0.687 -1.086
H -1.881 -0.341 -1.112 0.428
H 2.297 1.697 -1.469 0.426
H 2.453 1.323 0.181 0.351
H -1.246 -3.817 -0.164 0.331
C 0.365 1.355 -0.696 -0.559
O 0.561 -2.036 0.125 -0.478
C -1.321 -0.492 -0.206 -1.009
H -0.078 1.555 2.032 0.334
N -0.591 0.675 0.157 0.146
C -0.219 0.567 1.547 -1.099
H -0.007 1.223 -1.687 0.353
C -0.586 -1.905 -0.157 0.689
H 2.048 0.120 -1.210 0.243
O -1.393 -2.946 -0.578 -0.483
H -2.227 -0.649 0.395 0.406
H 0.777 0.187 1.673 0.374
```

The calculation puts the HOMO-LUMO gap at 0.3319 hartree. The SMILES is CCN(C)CC(=O)O. As for the spin multiplicity: 1. As for the HOMO energy: -8.32 eV.

Most stable: run b

Run a
# C4H14N

2 unconnected molecules or ions with the total composition C4H14N (ωB97M-V/def2-TZVPD, OMol25).

Structure (XYZ):
```
19
Properties=species:S:1:pos:R:3:mulliken_charge:R:1
C 0.291 1.016 -1.024 -1.079
H 0.833 0.110 -0.634 0.126
H 1.821 -0.236 2.774 0.236
H 1.440 -2.741 1.622 0.312
N -2.140 0.593 -0.694 -0.339
H 1.072 1.539 -1.610 0.415
H 0.238 -1.768 2.288 0.257
H -1.180 1.725 -2.380 0.318
H -2.775 1.376 -0.606 0.347
C 0.978 -1.765 1.499 -0.676
H 1.872 0.138 0.990 0.121
C -1.021 0.818 -1.720 -0.215
H -2.590 -0.316 -0.996 0.402
H 0.360 -1.548 0.608 0.103
H -1.784 0.370 0.240 0.333
C 2.018 -0.647 1.751 -0.615
H 0.057 1.708 -0.210 0.397
H -1.012 -0.186 -2.300 0.266
H 3.014 -1.026 1.802 0.289
```

The calculation puts the HOMO-LUMO gap at 0.3903 hartree. The charge is +1. As for the spin multiplicity: 1. As for the HOMO energy: -14.53 eV.

Run b
# C4H14N

2 unconnected molecules or ions with the total composition C4H14N (ωB97M-V/def2-TZVPD, OMol25).

Structure (XYZ):
```
19
Properties=species:S:1:pos:R:3:mulliken_charge:R:1
C 0.774 -0.940 -2.495 -0.839
C -0.399 -1.927 -2.698 -0.735
H 0.436 0.082 -2.295 0.252
H -0.800 0.495 -0.045 0.189
H -0.961 2.211 0.100 0.300
H 0.557 2.353 1.888 0.304
H 1.213 -0.833 -3.516 0.306
C 0.405 1.305 1.594 -0.311
H 1.277 0.958 1.019 0.314
H -1.282 -1.638 -2.107 0.202
H -1.869 1.383 1.260 0.437
H -0.858 0.460 2.979 0.374
H 1.595 -1.358 -1.925 0.269
H -0.167 -2.912 -2.224 0.257
H -0.663 -2.234 -3.706 0.296
N 0.155 0.399 2.777 -0.339
C -0.900 1.265 0.715 -0.987
H 0.291 -0.603 2.600 0.362
H 0.598 0.681 3.652 0.348
```

The calculation puts the HOMO-LUMO gap at 0.3788 hartree. The charge is +1. As for the spin multiplicity: 1. As for the HOMO energy: -14.18 eV.

Run c
# C4H14N

2 unconnected molecules or ions with the total composition C4H14N (ωB97M-V/def2-TZVPD, OMol25).

Structure (XYZ):
```
19
Properties=species:S:1:pos:R:3:mulliken_charge:R:1
H -0.522 1.237 2.831 0.354
H -1.330 -0.949 -0.304 0.317
C 1.563 -1.574 -1.906 -0.879
H -2.013 0.255 1.700 0.344
H -2.126 1.699 1.029 0.402
H 0.572 -1.573 -2.391 0.262
H -0.810 0.644 -0.870 0.402
N -1.535 0.810 1.077 -0.180
H -2.539 0.296 -0.648 0.342
H 0.166 2.015 1.315 0.371
C 1.726 -0.530 -0.732 -0.625
H 1.623 -2.582 -1.473 0.263
H 1.059 0.365 -0.841 0.147
C -1.517 0.139 -0.241 -0.844
H 2.366 -1.386 -2.689 0.294
H 0.551 0.327 1.750 0.245
H 1.716 -1.027 0.296 0.143
C -0.235 1.165 1.793 -0.736
H 2.806 -0.199 -0.724 0.377
```

The calculation puts the HOMO-LUMO gap at 0.4119 hartree. The charge is +1. As for the spin multiplicity: 1. As for the HOMO energy: -14.90 eV.

Most stable: run b

Run a
# C3H4ClF

C3H4ClF in the gas phase (ωB97M-V/def2-TZVPD, OMol25).

Structure (XYZ):
```
9
Properties=species:S:1:pos:R:3:mulliken_charge:R:1
C 0.374 -0.285 0.841 -0.745
C -0.583 0.472 -0.145 0.740
Cl -2.158 -0.160 -0.013 -0.184
H 1.185 0.359 -0.956 0.311
H 1.239 0.348 1.128 0.257
H -0.036 -1.235 1.332 0.274
C 0.519 -0.307 -0.754 -0.619
F -0.764 1.940 0.016 -0.303
H 0.226 -1.131 -1.450 0.270
```

The calculation puts the HOMO-LUMO gap at 0.4068 hartree. The SMILES is FC1(Cl)CC1. As for the spin multiplicity: 1. As for the HOMO energy: -10.15 eV.

Run b
# C3H4ClF

2 unconnected molecules or ions with the total composition C3H4ClF (ωB97M-V/def2-TZVPD, OMol25).

Structure (XYZ):
```
9
Properties=species:S:1:pos:R:3:mulliken_charge:R:1
H -0.069 1.660 -0.736 0.285
H -2.923 -0.217 -0.121 0.252
C 0.146 1.020 0.149 -0.726
F 0.836 -2.267 -0.364 -0.199
C 0.949 0.015 0.025 0.327
H 2.607 -1.487 0.131 0.217
C 1.498 -1.186 -0.145 -0.181
H -0.018 1.408 1.145 0.293
Cl -3.026 1.054 -0.084 -0.270
```

The calculation puts the HOMO-LUMO gap at 0.3736 hartree. The SMILES is C=C=CF.Cl. As for the spin multiplicity: 1. As for the HOMO energy: -9.35 eV.

Most stable: run a